DFT (ωB97M-V with the def2-TZVPD basis set) results for a 10-piece molecular cluster, C14H36BBr10N4O8 overall at a distorted geometry.

Each line ends with the Löwdin charge.
Geometry (Å):
N 2.531 4.945 -0.062  0.339
H 1.675 5.180 -0.544  0.156
H 3.224 5.618 -0.358  0.160
H 2.767 4.000 -0.328  0.053
H 2.466 5.013 0.944  0.156
N 4.459 -1.340 -3.671  0.349
H 3.552 -0.998 -3.953  0.110
H 4.603 -0.925 -2.762  0.130
H 5.148 -0.847 -4.220  0.163
H 4.496 -2.341 -3.801  0.173
N 3.743 -0.012 3.236  0.342
H 3.037 0.696 3.092  0.153
H 4.199 -0.263 2.371  0.130
H 3.511 -0.919 3.613  0.138
H 4.377 0.371 3.923  0.161
N 5.601 1.819 -0.010  0.361
H 5.126 2.120 -0.849  0.140
H 5.123 2.027 0.855  0.148
H 6.603 1.946 -0.011  0.174
H 5.629 0.811 -0.067  0.145
O 2.435 0.469 -3.287  0.119
C 1.961 0.326 -2.176  -0.325
O 1.280 -0.676 -1.588  0.259
B 1.120 -0.427 -0.153  -0.820
O 1.432 1.027 -0.068  0.221
C 1.992 1.443 -1.133  -0.386
O 2.596 2.554 -1.224  -0.018
O 1.950 -1.214 0.846  0.207
C 1.229 -1.517 1.846  -0.362
O 1.608 -1.769 3.000  0.108
C -0.302 -1.213 1.420  -0.394
O -0.287 -0.642 0.271  0.224
O -1.239 -1.531 2.102  0.140
Br -3.062 -4.643 -1.917  0.605
C -1.500 -3.955 -0.854  -0.705
C -0.600 -5.083 -0.506  -0.611
Br -1.307 -5.891 1.241  0.580
H -1.773 -3.618 0.146  0.004
H -0.963 -3.193 -1.420  0.053
H 0.313 -4.592 -0.170  0.039
H -0.380 -5.747 -1.342  0.074
Br -1.152 1.651 -7.510  0.628
C -0.329 2.922 -6.224  -0.698
C 0.196 2.263 -4.968  -0.629
Br 0.871 3.814 -3.914  0.600
H -1.183 3.564 -6.008  0.050
H 0.433 3.449 -6.798  0.056
H 1.012 1.545 -5.062  0.039
H -0.577 1.737 -4.406  0.035
Br -5.952 0.441 -0.704  0.615
C -4.307 1.335 -1.454  -0.633
C -3.047 0.975 -0.713  -0.612
Br -1.562 2.151 -1.392  0.671
H -4.486 2.411 -1.441  0.058
H -4.286 1.096 -2.517  0.066
H -2.886 -0.062 -1.008  0.063
H -3.095 1.086 0.370  -0.010
Br -3.594 -3.919 4.278  0.777
C -4.687 -2.774 3.210  -0.684
C -5.782 -3.782 2.645  -0.528
Br -6.931 -2.890 1.276  1.045
H -3.990 -2.488 2.422  0.028
H -5.186 -1.959 3.734  0.058
H -6.457 -4.032 3.463  0.083
H -5.326 -4.651 2.171  0.063
Br -0.651 1.579 6.605  0.650
C -2.000 0.838 5.451  -0.740
C -1.951 1.445 4.022  -0.638
Br -3.578 0.774 3.149  0.701
H -2.958 1.140 5.874  0.047
H -1.872 -0.243 5.395  0.055
H -1.028 1.042 3.605  0.035
H -2.031 2.532 4.016  0.057

- Charge: +4
- Highest occupied orbital energy (spin up / spin down): -16.8 / -16.8 eV
- Spin multiplicity: 2
- Expectation value of S²: 0.75